Entry 1:
C3H8O3 | ωB97M-V/def2-TZVPD

```
! RIJCOSX wB97M-V def2-TZVPD def2/J DEFGRID3
* xyz 0 1
O -1.842 -0.343 -0.489
O -0.761 -0.715 0.346
O 1.698 0.192 -0.536
C 0.343 1.966 0.395
C 0.714 0.932 -0.626
C 0.148 -1.977 0.336
H -2.331 -1.138 -0.749
H -0.530 -2.790 0.077
H 0.586 2.963 0.034
H -0.733 1.899 0.562
H 0.310 1.155 -1.631
H 0.576 -1.992 1.333
H 0.861 1.772 1.333
H 0.960 -1.924 -0.385
*
```

Computed properties:
- HOMO: -9.405 eV
- Structure (SMILES): CC=O.COO
- Gap between HOMO and LUMO: 10.11 eV
- Energy above the lowest of the compared OMol25 structures with the same formula, charge and spin: 123.3 kcal/mol

Atomic partial charges in e from the Löwdin method, atoms 1 to 5: -0.033, -0.280, -0.023, -0.054, -0.325

=====

Entry 2:
C45H117N5O19 | ωB97M-V/def2-TZVPD

```
! RIJCOSX wB97M-V def2-TZVPD def2/J DEFGRID3
* xyz 0 1
O -5.990 0.606 -3.830
O -0.531 0.573 -2.563
O 0.959 7.991 7.722
O 4.360 4.078 3.917
O 6.867 3.416 -4.777
O 1.572 1.872 -0.349
O -2.500 -0.539 3.609
O 4.375 -4.732 -0.606
O 3.695 6.248 -2.157
O -6.838 -4.802 -1.362
O -0.025 -4.482 1.391
O -1.887 -0.895 -5.114
O -3.374 2.971 0.072
O -4.041 -5.046 -5.004
O -1.028 -2.143 -2.259
O -1.345 0.251 1.104
O -0.350 -6.796 -0.507
O -0.846 2.016 4.539
O 0.566 -1.881 0.390
N -1.040 3.073 1.788
N -4.304 -5.717 -2.140
N 2.682 6.603 5.896
N -3.949 -2.369 -3.144
N 2.604 -6.848 -0.412
C -2.581 -0.434 1.283
C -0.360 0.847 -3.960
C 6.407 3.649 -2.366
C -5.186 -6.300 -1.145
C -5.686 1.902 -4.228
C 1.767 7.611 5.522
C 3.043 5.816 -0.991
C 4.073 5.661 0.152
C 0.357 -7.979 -0.460
C 1.094 -2.367 1.631
C -1.984 -3.059 -1.749
C 5.359 3.147 4.165
C -5.193 -1.585 -3.315
C 6.386 2.779 -3.588
C 0.872 8.646 8.937
C 0.255 -2.727 -2.537
C 5.273 -3.919 -1.269
C -1.593 0.514 -4.851
C -4.070 2.088 -0.791
C 4.863 -5.955 -0.244
C 1.694 -7.792 0.236
C 2.047 6.954 -0.670
C -1.161 3.904 0.568
C 0.238 2.587 3.829
C -3.314 -0.030 2.568
C -4.838 -0.194 -3.882
C -2.067 3.245 -0.434
C -4.137 -6.576 -3.264
C -5.999 -5.334 -0.354
C -3.310 -4.337 -6.026
C 2.964 5.726 4.826
C -0.620 1.371 5.805
C -1.731 -6.881 -0.452
C 2.185 1.347 0.855
C 1.586 8.645 6.658
C -0.260 3.675 2.920
C 1.230 -3.878 1.580
C 4.174 4.831 5.133
C 3.077 0.181 0.468
C -3.333 -2.349 -1.802
C -3.271 -6.023 -4.392
C 3.768 -6.746 0.453
C 5.025 2.083 -3.949
C -7.678 -3.787 -0.900
C 2.907 2.435 1.587
H 5.018 2.358 4.840
H -3.568 -7.441 -2.949
H -3.978 -2.817 -1.057
H 3.854 4.111 5.933
H -1.699 2.347 -0.844
H -4.680 2.186 -3.920
H 4.689 6.529 0.213
H 2.298 6.157 6.709
H -5.399 -4.505 0.055
H -4.291 -0.460 2.605
H 4.956 1.790 -5.007
H 4.157 -7.757 0.690
H 3.185 6.339 3.923
H -0.209 2.057 6.548
H -0.011 9.228 8.804
H -2.074 -5.858 -0.424
H 7.404 3.779 -1.923
H 1.443 6.705 0.208
H 5.691 -4.387 -2.144
H 0.020 0.483 5.610
H 1.952 -1.850 2.051
H -2.040 0.157 4.111
H -5.090 1.948 -0.398
H 3.550 -6.232 1.377
H 5.800 3.211 -1.628
H -5.905 -2.103 -3.982
H 0.672 3.957 2.500
H -6.567 -5.827 0.424
H 2.315 3.414 1.757
H 2.535 -0.610 -0.093
H -8.414 -4.237 -0.018
H -2.200 -1.429 -4.364
H -5.736 1.931 -5.309
H -0.139 4.054 0.227
H -4.774 -4.940 -2.463
H 3.838 0.605 -0.187
H -2.130 -7.415 -1.309
H 0.443 0.261 -4.399
H -5.817 -7.078 -1.558
H -1.444 0.831 -5.889
H 5.703 -5.872 0.421
H 0.487 -8.432 -1.405
H 0.809 1.839 3.229
H 3.843 2.700 1.018
H 3.525 -0.321 1.329
H 1.573 -4.245 2.532
H 1.409 7.133 -1.566
H 0.719 1.452 -0.522
H -3.190 -6.914 -5.059
H 2.169 5.083 4.428
H -0.281 -1.479 0.583
H -0.889 -0.309 -2.393
H 4.753 1.191 -3.340
H 1.483 -7.591 1.280
H -3.522 1.133 -0.842
H -2.265 -5.618 -4.126
H 7.545 4.031 -4.596
H 3.646 5.406 1.117
H 4.188 2.736 -3.870
H 1.790 9.269 9.136
H 2.027 -4.247 0.883
H -3.923 -3.452 -6.333
H -3.146 -0.304 0.408
H 2.184 -8.822 0.102
H 0.988 9.476 6.262
H 2.090 8.109 4.556
H 4.760 -3.023 -1.711
H 1.346 0.873 1.409
H -0.107 -5.025 0.592
H -1.609 4.931 0.823
H -5.019 -6.887 -3.821
H -6.375 2.609 -3.832
H 0.746 7.265 5.113
H -2.205 -1.473 1.341
H -1.429 1.156 1.492
H 3.777 5.426 -2.648
H -7.229 -2.943 -0.381
H -2.393 -3.908 -5.673
H 7.040 1.993 -3.221
H -4.616 -6.773 -0.437
H 0.723 7.805 9.733
H -0.088 1.902 -4.128
H -2.436 1.118 -4.500
H 0.958 3.043 4.566
H -2.133 3.881 -1.291
H 5.104 -6.579 -1.130
H -1.498 0.952 6.160
H 2.548 9.009 6.973
H 2.426 4.899 -1.150
H 0.231 -3.197 -3.523
H -8.304 -3.510 -1.707
H -1.721 -3.483 -0.677
H 4.815 4.813 -0.072
H 5.561 2.724 3.158
H -4.017 2.503 -1.742
H -5.696 -1.356 -2.349
H 6.220 3.599 4.677
H -0.247 -8.667 0.105
H 2.066 -5.984 -0.563
H -0.830 4.438 3.420
H 0.995 -1.945 -2.594
H -1.921 -3.937 -2.374
H -4.026 0.150 -3.187
H 0.456 -3.483 -1.737
H -3.240 -1.362 -1.490
H -4.139 -3.387 -3.324
H -4.397 -0.329 -4.853
H 2.646 7.871 -0.464
H -3.171 -4.983 -6.950
H -1.989 3.020 2.179
H 3.168 2.084 2.633
H 0.302 -2.154 2.401
H 5.116 5.324 5.380
H 5.961 4.610 -2.588
H -3.460 1.112 2.509
H -2.009 -7.455 0.425
H 6.071 -3.548 -0.682
*
```

Computed properties:
- HOMO: -9.025 eV
- Structure (SMILES): COCCNCCOC.COCCNCCOC.COCCNCCOC.COCCNCCOC.COCCNCCOC.CC(C)O.CC(C)O.CC(C)O.OCCO.OCCO.OCCO
- Gap between HOMO and LUMO: 9.59 eV
- Energy above the lowest of the compared OMol25 structures with the same formula, charge and spin: 0.0 kcal/mol

Atomic partial charges in e from the Löwdin method, atoms 1 to 5: -0.162, -0.079, -0.222, -0.230, -0.028

=====

Entry 3:
C5H6O2 | ωB97M-V/def2-TZVPD

```
! RIJCOSX wB97M-V def2-TZVPD def2/J DEFGRID3
* xyz 0 1
O -2.010 -0.519 0.260
O 0.258 1.393 -0.138
C -0.812 -0.183 1.008
C 1.467 -0.375 -0.095
C -1.194 -0.410 -1.053
C 0.060 0.109 -0.236
C 2.655 -0.583 -0.022
H -1.045 -1.462 -1.389
H -1.677 0.369 -1.703
H 3.923 -0.423 0.124
H -0.831 0.926 1.471
H -0.552 2.138 0.014
H -0.242 -0.979 1.759
*
```

Computed properties:
- HOMO: -9.668 eV
- Structure (SMILES): C#CC1(O)COC1
- Gap between HOMO and LUMO: 10.26 eV
- Energy above the lowest of the compared OMol25 structures with the same formula, charge and spin: 152.1 kcal/mol

Atomic partial charges in e from the Löwdin method, atoms 1 to 5: -0.141, -0.070, -0.154, -0.072, 0.004

=====

Entry 4:
C16H18N6O4 | ωB97M-V/def2-TZVPD

```
! RIJCOSX wB97M-V def2-TZVPD def2/J DEFGRID3
* xyz 0 1
O -0.591 -1.939 -5.390
O 0.501 1.428 0.410
O 3.592 1.190 2.633
O -3.242 1.291 -1.286
N 1.666 -0.002 2.693
N -0.507 -0.611 -3.646
N -0.412 -0.548 0.023
N 2.009 4.464 6.307
N -2.882 -0.891 -1.778
N -1.359 -2.549 -4.398
C -2.524 0.305 -1.227
C 2.598 0.830 3.230
C -1.942 -1.958 -2.084
C 1.365 2.497 4.753
C 1.728 3.595 5.612
C -0.128 -0.801 -4.868
C -0.659 1.642 -0.266
C 1.799 -1.979 1.230
C -1.267 -1.729 -3.400
C 1.035 1.157 5.362
C -1.221 0.443 -0.520
C 2.323 1.327 4.620
C 0.724 0.061 -5.719
C 1.741 -0.464 1.313
C 0.576 0.086 0.550
C -4.131 -0.948 -2.523
H 2.655 -0.021 0.915
H 3.222 1.411 5.215
H 1.007 0.946 -5.158
H -0.935 2.655 -0.491
H 0.917 -0.345 3.268
H -2.490 -2.899 -2.130
H -4.763 -0.121 -2.221
H 0.183 0.354 -6.618
H 1.100 1.071 6.436
H -4.629 -1.895 -2.316
H 2.670 -2.340 1.775
H 0.819 2.775 3.862
H 0.899 -2.424 1.656
H 0.208 0.626 4.912
H -1.195 -2.030 -1.301
H 1.619 -0.481 -6.025
H -3.947 -0.879 -3.600
H 1.870 -2.302 0.192
*
```

Computed properties:
- HOMO: -9.583 eV
- Structure (SMILES): Cc1nc(CN(C)C(=O)c2coc([C@H](C)NC(=O)[C@@H]3C[C@H]3C#N)n2)no1
- Gap between HOMO and LUMO: 9.99 eV
- Energy above the lowest of the compared OMol25 structures with the same formula, charge and spin: 5.2 kcal/mol

Atomic partial charges in e from the Löwdin method, atoms 1 to 5: 0.033, 0.104, 0.083, 0.063, 0.122

=====

Entry 5:
C2H2N2O3 | ωB97M-V/def2-TZVPD

```
! RIJCOSX wB97M-V def2-TZVPD def2/J DEFGRID3
* xyz 0 1
O -0.683 -2.753 -0.524
O 1.120 -1.349 -0.518
O -0.834 -0.536 -0.005
N 1.307 0.033 -0.252
N -0.297 1.700 0.297
C 0.117 0.425 0.047
C -0.164 -1.684 -0.385
H -1.054 1.806 0.956
H 0.488 2.358 0.382
*
```

Computed properties:
- HOMO: -10.000 eV
- Structure (SMILES): Nc1noc(=O)o1
- Gap between HOMO and LUMO: 10.48 eV
- Energy above the lowest of the compared OMol25 structures with the same formula, charge and spin: 14.7 kcal/mol

Atomic partial charges in e from the Löwdin method, atoms 1 to 5: 0.167, 0.071, 0.177, 0.155, 0.172

=====

Entry 6:
C41H57AsGeN5S2W | ωB97M-V/def2-TZVPD

```
! RIJCOSX wB97M-V def2-TZVPD def2/J DEFGRID3
* xyz 1 1
W 1.361 0.153 0.121
As -0.392 -1.663 -0.171
Ge -0.875 2.289 -1.937
S 0.484 -3.184 5.690
S -0.751 -1.580 3.475
N 1.034 1.164 2.171
N 3.206 1.533 0.050
N 2.621 -0.724 -1.548
N 2.631 -1.103 1.733
N -2.027 -3.017 5.320
C 1.500 3.660 -5.845
C -3.799 -0.213 -3.707
C -2.604 0.396 -3.354
C 1.054 2.645 2.088
C -2.577 1.483 -2.480
C -1.728 6.037 0.876
C -3.915 -5.732 0.097
C 3.237 0.454 -2.205
C -0.564 -4.303 6.666
C -0.264 -3.516 0.567
C -2.276 -1.251 0.064
C 2.798 2.950 0.208
C 2.042 3.873 -4.584
C -0.819 5.138 -1.164
C 4.007 1.262 -1.178
C -1.738 -5.107 -0.709
C -2.924 -5.809 -0.870
C -0.422 -2.217 -2.056
C 2.380 3.241 1.641
C -2.169 4.768 1.231
C -0.884 -2.567 4.798
C -1.922 3.690 0.392
C -1.522 -4.315 0.416
C 1.861 0.640 3.290
C -1.949 -3.670 6.621
C -4.997 0.262 -3.189
C 3.390 -2.649 -0.066
C 3.738 -1.937 1.237
C -1.051 6.220 -0.321
C -4.990 1.352 -2.332
C -3.789 1.959 -1.985
C 1.344 3.472 -3.453
C 0.255 3.060 -5.961
C 3.032 -0.221 2.835
C 0.247 1.123 -0.894
C -2.522 -4.253 1.386
C 3.602 -1.821 -1.326
C -0.441 2.668 -4.824
C -3.707 -4.955 1.228
C 0.094 2.858 -3.551
C -1.247 3.859 -0.819
H 0.027 -3.442 1.615
H -1.420 2.215 -4.936
H -0.558 -5.287 6.201
H 4.600 -1.379 -1.283
H -2.705 4.620 2.160
H 2.242 1.468 3.893
H 3.189 2.954 2.325
H 0.421 -2.887 -2.251
H -2.255 2.699 0.689
H 4.358 2.195 -1.624
H 3.005 4.360 -4.482
H -0.710 7.208 -0.606
H -5.921 1.736 -1.935
H -0.325 -1.326 -2.675
H -1.917 6.880 1.528
H 3.917 0.155 -3.011
H 2.428 1.045 -2.630
H 0.550 -3.994 0.019
H 1.880 -1.705 2.072
H 2.040 3.970 -6.729
H 3.602 -2.478 -2.199
H 3.405 -0.790 3.695
H -3.797 -1.054 -4.390
H 0.802 3.063 3.070
H -0.180 2.900 -6.939
H -2.070 -2.935 7.421
H -1.682 0.019 -3.780
H -1.344 -2.738 -2.313
H -4.475 -4.895 1.990
H -2.461 -0.317 -0.467
H -2.907 -2.040 -0.342
H 3.836 1.363 0.829
H 1.902 -1.073 -2.172
H 4.020 -3.537 -0.154
H 4.602 -1.283 1.082
H 3.871 0.391 2.494
H -0.301 5.300 -2.103
H 2.285 4.324 1.742
H -2.487 -1.114 1.124
H -3.071 -6.422 -1.750
H -5.933 -0.210 -3.462
H -0.181 -4.378 7.680
H -2.730 -4.422 6.711
H -0.965 -5.181 -1.466
H 0.074 0.902 2.373
H 1.972 3.147 -0.475
H 3.641 3.602 -0.054
H 0.276 2.939 1.386
H 1.221 0.040 3.931
H -3.806 2.815 -1.320
H -2.887 -2.604 4.990
H 4.898 0.706 -0.875
H 2.360 -3.007 -0.019
H 1.781 3.659 -2.477
H -4.841 -6.278 -0.027
H -2.364 -3.636 2.263
H 4.036 -2.668 1.996
*
```

Computed properties:
- HOMO: -8.019 eV
- Gap between HOMO and LUMO: 6.21 eV
- Energy above the lowest of the compared OMol25 structures with the same formula, charge and spin: 0.0 kcal/mol

Atomic partial charges in e from the Löwdin method, atoms 1 to 5: 0.936, 1.018, 0.893, 0.932, 0.663

=====

Entry 7:
C9H11BNO4 | ωB97M-V/def2-TZVPD

```
! RIJCOSX wB97M-V def2-TZVPD def2/J DEFGRID3
* xyz -1 1
O -1.696 2.542 -0.024
O 0.139 2.705 1.446
O -1.680 1.480 2.237
O -2.401 2.323 -2.130
N -0.103 0.622 -0.122
C 1.568 -3.005 1.206
C -0.854 0.723 -1.364
C 0.865 -2.923 0.010
C 0.142 1.154 -2.415
C 0.778 -0.684 1.613
C 1.528 -1.833 1.985
C -1.733 1.926 -1.187
C 0.360 -0.546 0.287
C 0.317 -1.791 -0.450
B -0.994 1.995 1.160
H 0.582 2.019 -2.124
H -1.264 -0.238 -1.720
H 1.964 -1.952 3.033
H 0.978 0.353 -2.574
H -0.214 -1.918 -1.401
H -0.415 1.306 -3.473
H 2.021 -3.892 1.395
H 0.826 2.724 0.820
H 0.630 0.208 2.350
H 0.760 -3.906 -0.613
H -2.102 0.606 2.055
*
```

Computed properties:
- HOMO: -3.510 eV
- Gap between HOMO and LUMO: 6.91 eV
- Energy above the lowest of the compared OMol25 structures with the same formula, charge and spin: 12.6 kcal/mol

Atomic partial charges in e from the Löwdin method, atoms 1 to 5: 0.183, 0.149, 0.144, 0.055, 0.047

=====

Entry 8:
C3H6FNO | ωB97M-V/def2-TZVPD

```
! RIJCOSX wB97M-V def2-TZVPD def2/J DEFGRID3
* xyz 0 1
F 1.858 1.103 -0.174
O -2.642 0.560 0.114
N -0.544 -0.433 0.399
C -1.670 -0.083 -0.263
C 0.594 -0.843 -0.284
C 1.838 -0.253 0.218
H 0.466 -0.565 -1.229
H -0.558 -0.372 1.373
H 2.806 -0.766 -0.040
H 0.763 -1.953 -0.328
H -1.640 -0.458 -1.278
H 1.809 -0.189 1.339
*
```

Computed properties:
- HOMO: -10.078 eV
- Structure (SMILES): O=CNCCF
- Gap between HOMO and LUMO: 10.93 eV
- Energy above the lowest of the compared OMol25 structures with the same formula, charge and spin: 24.9 kcal/mol

Atomic partial charges in e from the Löwdin method, atoms 1 to 5: -0.065, 0.022, 0.043, -0.336, -0.238

=====

Entry 9:
C19H13BF4N4O5V | ωB97M-V/def2-TZVPD

```
! RIJCOSX wB97M-V def2-TZVPD def2/J DEFGRID3
* xyz -2 4
V -0.086 0.078 0.849
F 2.734 -1.148 1.057
F 1.520 -0.395 -0.777
F 2.218 -2.593 -0.660
F 3.763 -0.923 -0.986
O -1.965 -2.767 -1.314
O -2.419 3.078 6.592
O 1.148 1.393 1.553
O 1.012 3.416 2.531
O -3.648 1.179 6.633
N -1.127 0.663 2.365
N -0.209 -1.723 1.590
N -1.249 -0.746 -0.430
N -1.196 1.934 -0.309
C 0.629 2.264 2.334
C -3.595 3.211 -0.935
C 0.322 -2.165 2.741
C -2.662 3.813 -0.106
C -2.223 0.083 2.884
C -1.141 2.202 4.208
C -1.377 -2.074 -0.463
C -2.816 1.980 6.161
C -0.081 -4.452 2.161
C -1.482 3.145 0.175
C -1.712 -0.015 -1.592
C -0.730 -2.645 0.749
C -3.301 1.958 -1.452
C -0.657 -4.007 0.988
C -2.096 1.356 -1.124
C -2.786 0.490 4.076
C 0.396 -3.502 3.065
C -2.237 1.562 4.776
C -0.616 1.728 3.020
B 2.584 -1.279 -0.332
H -2.841 4.791 0.321
H 0.719 -1.406 3.403
H -3.996 1.441 -2.100
H -1.054 -4.669 0.230
H -0.733 3.603 0.811
H -4.530 3.706 -1.166
H -2.634 -0.739 2.309
H -0.879 0.075 -2.304
H 0.004 -5.510 2.375
H -2.534 -0.534 -2.089
H 0.850 -3.810 3.997
H -0.704 3.062 4.695
H -3.643 -0.019 4.494
*
```

Computed properties:
- HOMO (alpha / beta): -1.146 / -3.330 eV
- Gap between HOMO and LUMO (alpha / beta): 5.64 / 7.82 eV

Atomic partial charges in e from the Löwdin method, atoms 1 to 5: 0.830, 0.105, 0.050, 0.104, 0.106

=====

- Which formula does entry 1 have?
  C3H8O3